80
Properties=species:S:1:pos:R:3:forces:R:3 method="wB97M-V/def2-TZVPD" total_charge=0 s2=6.023 e_tot_ev=-74868.9069 e_above_lowest_kcal_mol=0.00 spin_multiplicity=5
Pd -0.998566 0.542595 1.958472 1.782 0.769 0.102
P -0.453589 0.885483 -0.315142 -0.466 -1.022 -2.147
Cl 1.337601 1.334474 2.377535 -0.596 0.235 0.161
C -1.588195 1.960567 0.860625 -2.281 2.536 0.592
H -1.202555 2.917171 1.234806 -0.254 -0.413 -0.382
H -2.637906 1.991731 0.499379 0.881 -0.140 0.017
C 0.998330 -0.265395 -1.030590 0.417 -0.855 1.008
C -0.147802 2.548849 -1.058029 0.229 0.164 0.206
C 2.407566 0.147774 -0.622451 0.291 0.396 0.552
H 0.764669 -1.212859 -0.510016 0.099 0.582 -0.245
C 3.443716 -0.948482 -0.939838 -0.218 -0.305 -0.006
H 2.690184 1.069615 -1.156336 -0.034 -0.153 0.128
H 2.434181 0.362675 0.456632 0.164 -0.089 -0.514
C 3.411271 -1.386308 -2.410199 -0.020 0.180 -0.024
H 4.449193 -0.585160 -0.685959 -0.315 -0.059 0.045
H 3.251582 -1.809598 -0.281822 0.018 0.197 -0.102
C 1.990965 -1.643427 -2.929786 0.046 -0.270 0.420
H 3.875616 -0.601165 -3.024073 -0.081 -0.075 0.048
H 4.016757 -2.291070 -2.546306 -0.068 0.195 0.018
C 1.008807 -0.528285 -2.544873 -0.623 0.832 -0.481
H 2.007052 -1.732914 -4.024660 -0.091 0.032 0.223
H 1.620469 -2.602004 -2.539416 0.051 0.129 0.000
H 1.324860 0.389830 -3.054344 -0.031 -0.379 0.019
H 0.009457 -0.770819 -2.924980 0.392 0.079 -0.041
C -1.970386 0.092025 -1.087239 0.277 -0.013 -0.085
C 0.413160 2.560785 -2.466454 0.064 0.031 -0.314
H -1.129387 3.044058 -1.110351 0.247 -0.059 0.123
C 0.339146 4.005489 -2.959043 0.064 0.153 0.088
H 1.455381 2.216303 -2.442290 -0.241 0.174 -0.109
H -0.159996 1.900909 -3.129729 0.264 0.249 0.111
C 1.111254 4.964633 -2.036588 0.150 0.132 -0.086
H 0.746757 4.047932 -3.974966 -0.107 0.151 0.112
H -0.718502 4.310888 -3.008013 0.199 -0.074 -0.058
C 0.782966 4.807345 -0.548827 -0.022 -0.136 -0.192
H 2.186515 4.785047 -2.171423 -0.128 0.056 -0.023
H 0.909705 5.998433 -2.334968 0.151 -0.101 -0.074
C 0.781430 3.341301 -0.130139 0.267 0.365 0.264
H 1.507126 5.345626 0.075373 -0.177 0.036 -0.215
H -0.214115 5.222819 -0.334838 0.170 -0.011 -0.048
H 1.793480 2.908390 -0.143466 -0.237 0.157 -0.195
H 0.491549 3.300541 0.922321 0.148 -0.091 -0.315
C -1.885977 -1.430105 -1.218711 0.020 -0.401 0.297
H -2.787278 0.266840 -0.364251 0.344 0.033 -0.276
C -3.298974 -1.965584 -1.476247 0.015 0.090 0.014
H -1.242774 -1.720322 -2.063752 -0.219 0.026 0.387
H -1.446641 -1.888557 -0.299766 -0.496 0.312 -0.921
C -3.923292 -1.326890 -2.728149 0.063 -0.076 -0.123
H -3.250355 -3.054982 -1.594519 -0.130 0.182 0.032
H -3.931221 -1.757583 -0.597751 0.126 -0.059 -0.154
C -3.790831 0.204353 -2.784766 -0.061 0.030 0.104
H -3.443992 -1.757777 -3.619187 -0.042 0.060 0.146
H -4.986139 -1.595334 -2.780965 0.206 0.020 -0.077
C -2.386442 0.711827 -2.422259 -0.261 -0.062 -0.255
H -4.049436 0.564251 -3.788180 -0.069 -0.077 0.189
H -4.511375 0.653441 -2.084212 0.119 -0.046 -0.119
H -1.676076 0.425531 -3.217814 -0.235 0.093 0.312
H -2.397900 1.811293 -2.372448 -0.025 -0.280 -0.053
C -0.733205 -2.271917 2.138817 -1.801 -2.364 0.482
C -0.619130 -1.130512 2.977332 1.282 -0.423 2.960
H -1.841777 -2.443606 1.952950 0.590 -0.402 0.060
C -1.493568 -1.114728 4.190682 -0.282 0.196 -0.241
H 0.416703 -0.850540 3.233818 -0.118 -0.062 -0.301
C -1.167794 -2.338659 5.086371 0.065 0.037 0.113
H -1.346148 -0.186875 4.749901 -0.024 -0.085 0.113
H -2.537798 -1.154718 3.865218 -0.206 -0.130 0.176
C -1.180102 -3.631084 4.268047 -0.215 0.295 -0.186
H -0.184344 -2.169079 5.548588 -0.219 -0.129 -0.191
H -1.921246 -2.388941 5.877295 0.112 0.036 0.014
C -0.273063 -3.524897 3.045688 0.154 -0.124 -0.309
H -0.854198 -4.461374 4.899892 0.043 0.024 -0.103
H -2.208123 -3.858756 3.936895 0.228 0.051 0.136
H 0.767147 -3.338712 3.349881 -0.216 0.031 -0.240
H -0.313486 -4.427069 2.429919 0.023 0.116 -0.005
F 4.331483 0.249616 5.061744 -0.029 -0.390 -0.202
Te 3.506943 -0.870492 3.661121 0.748 0.598 0.256
F 4.467786 -2.284012 4.461234 -0.363 0.520 -0.374
F 2.848292 -2.247744 2.421763 -0.208 -0.387 -0.132
F 5.061528 -0.668927 2.469303 -0.081 -0.155 0.245
F 2.072669 -1.415945 4.918124 -0.233 -0.215 0.085
O -0.129613 -2.237252 0.960427 1.013 -0.469 -0.437

78
Properties=species:S:1:pos:R:3:forces:R:3 method="wB97M-V/def2-TZVPD" total_charge=+2 e_tot_ev=-81977.6236 e_above_lowest_kcal_mol=1.09
Sc -0.070787 0.052087 -0.171762 -0.009 -0.601 -0.148
C 2.834056 2.322528 -3.127056 -0.015 -0.032 -0.024
C 1.735321 1.575646 -2.450372 0.042 -0.020 0.036
N 1.818485 1.051955 -1.283247 -0.093 0.141 -0.034
O 2.960078 1.274299 -0.625590 0.049 -0.053 -0.041
B 3.324501 0.200225 0.354178 -0.025 0.016 -0.006
F 4.191267 -0.702560 -0.244061 -0.011 0.009 -0.004
F 3.793947 0.772201 1.484651 -0.009 0.001 0.016
O 2.046411 -0.544098 0.747058 -0.127 0.026 -0.044
N 1.437223 -1.428373 -0.144718 -0.004 0.113 -0.163
C 1.521706 -2.826996 0.130588 -0.027 -0.045 -0.015
C 2.453908 -3.268743 1.228291 0.024 -0.006 0.001
C -0.911437 -3.026105 -0.967495 0.001 -0.031 -0.074
N -0.973698 -1.790318 -1.297574 -0.043 0.148 0.263
O -2.196016 -1.533120 -1.938316 0.077 -0.079 -0.027
B -2.525092 -0.319098 -2.460478 -0.205 0.089 0.086
F -3.807606 -0.154826 -2.757678 0.098 0.008 -0.010
F -1.948004 0.605969 -0.118219 0.076 0.116 -0.048
O -1.724317 0.718375 -2.894179 0.059 0.036 -0.075
N -0.457279 0.805942 -2.349383 0.031 0.023 0.022
C 0.405736 1.389536 -3.091645 -0.041 -0.006 0.001
C 0.170533 1.868924 -4.480087 0.022 0.018 0.006
C -2.030482 -3.965052 -1.300127 0.027 -0.031 -0.043
H 3.781541 2.096782 -2.647849 0.007 0.000 0.006
H 2.670193 3.401760 -3.061492 0.008 -0.006 0.014
H 2.888226 2.062530 -4.183545 -0.003 0.000 0.005
H 3.107801 -2.445308 1.505054 -0.005 0.000 0.002
H 3.074958 -4.090393 0.877791 0.005 0.013 0.015
H 1.912045 -3.594970 2.112607 0.001 0.010 0.001
H -0.875968 1.813536 -4.757758 -0.005 -0.003 0.006
H 0.749143 1.248107 -5.168869 -0.010 -0.007 -0.003
H 0.543369 2.887290 -4.596297 -0.009 0.001 0.003
H -1.868443 -4.936291 -0.849611 -0.007 0.010 0.003
H -2.096684 -4.088431 -2.382170 -0.017 0.026 -0.001
H -2.976888 -3.533461 -0.977525 -0.003 0.002 0.004
C 0.880795 -5.158349 -1.728405 0.049 0.024 0.003
N 0.375437 -4.971116 -0.369816 0.046 -0.012 -0.057
C 1.010386 -5.905125 0.554492 -0.046 -0.076 0.040
C 0.188157 -3.582853 -0.008165 -0.027 0.044 0.052
N 2.119581 -2.298746 -1.093860 0.014 0.051 0.199
N -0.487928 -3.561760 1.291909 -0.003 0.018 0.003
C -0.860509 -2.459237 2.013226 0.013 -0.001 -0.057
N -1.488241 -2.771236 3.175173 -0.036 -0.020 0.014
N -0.662113 -1.232553 1.623468 0.054 0.002 -0.009
H 0.541648 -6.121544 -2.110288 0.014 -0.003 0.027
H 1.975766 -5.138678 -1.768711 0.004 0.005 -0.004
H 0.519243 -4.374660 -2.393636 -0.034 -0.021 -0.005
H 0.705961 -6.910628 0.263890 0.000 -0.001 0.000
H 0.688394 -5.750308 1.581955 0.005 0.034 0.000
H 2.103316 -5.873214 0.530119 -0.012 0.000 -0.030
H 3.124394 -2.189505 -0.929774 0.024 -0.011 -0.062
H -0.996037 -4.410315 1.491808 -0.015 -0.014 -0.001
H -1.362943 -3.679452 3.588618 0.008 -0.003 0.008
H -1.750914 -2.034702 3.806222 -0.004 0.004 -0.001
H -0.973403 -0.599672 2.354993 0.022 -0.004 0.006
C -4.003357 3.669389 -3.643070 0.032 0.023 -0.001
C -3.199126 3.713228 -2.402554 0.045 0.064 0.077
C -3.767516 3.230388 -1.201604 0.083 -0.036 -0.058
C -3.072090 3.253381 -0.033526 -0.158 0.010 0.161
C -3.635299 2.845852 1.278561 0.018 -0.046 -0.047
C -1.681355 3.692924 -0.122073 0.375 -0.087 0.201
C -1.155688 4.394847 -1.291316 0.057 0.043 -0.163
C 0.147237 5.111524 -1.202544 -0.002 -0.019 -0.020
C -1.910342 4.320672 -2.414579 -0.086 -0.069 -0.054
C -0.661977 2.945934 0.688943 0.187 0.226 0.063
O -0.984967 4.081918 1.190519 -0.186 -0.273 -0.034
O 0.089203 2.037435 0.871603 -0.266 0.361 0.051
H -4.441385 2.678521 -3.772781 -0.011 -0.040 -0.005
H -3.433385 3.950743 -4.524292 -0.009 -0.009 0.001
H -4.844610 4.364390 -3.534900 -0.003 -0.011 -0.002
H -4.784601 2.859956 -1.213633 0.013 -0.021 -0.010
H -4.698090 2.638627 1.190370 -0.001 0.006 -0.007
H -3.478322 3.627883 2.023617 0.010 0.003 0.017
H -3.137112 1.935514 1.623563 0.003 0.023 -0.019
H 0.949058 4.465556 -0.833571 -0.015 -0.013 0.000
H 0.064634 5.941192 -0.495159 0.003 -0.012 0.013
H 0.435519 5.510633 -2.171821 -0.024 -0.005 -0.002
H -1.559269 4.778097 -3.330683 -0.003 -0.024 -0.017

129
Properties=species:S:1:pos:R:3:forces:R:3 method="wB97M-V/def2-TZVPD" total_charge=+1 e_tot_ev=-366143.1902
C 2.175834 3.037396 2.200165 0.237 -0.069 1.131
C 2.342457 1.554622 2.769947 0.705 0.717 -1.616
I 1.695993 1.495536 4.837251 0.201 0.062 -0.672
C 1.691080 0.424471 1.836432 1.105 0.153 0.008
N 0.403371 -0.114591 2.331780 2.299 -2.449 0.782
C 0.360646 -1.299123 3.079659 -3.642 0.963 0.382
N 1.380200 -2.083157 3.454206 1.417 -0.864 -1.546
S 1.972200 -3.249433 2.265862 -0.430 0.335 -0.501
S 2.160755 -2.094276 5.024410 0.918 1.853 -3.937
N -0.995853 -1.627990 3.421589 1.798 4.848 -3.036
C -1.688108 -0.582635 2.811689 -0.953 -2.496 1.440
C -3.251410 -0.679861 2.961850 0.522 0.656 0.379
C -4.000450 0.699516 3.193647 -0.892 0.259 -0.140
C -5.166751 1.010123 2.190201 -2.519 1.493 -1.659
C -5.857759 2.356937 2.352607 -1.501 -1.422 -2.676
C -6.975594 2.748503 1.426270 0.944 -2.503 -0.527
C -7.478265 1.825847 0.329617 2.913 -1.104 1.865
C -6.801744 0.511754 0.160320 0.837 2.051 2.475
C -5.660397 0.128126 1.102812 -0.827 1.921 0.681
N -0.857186 0.347917 2.135588 -0.816 -2.164 0.578
S -1.379147 1.722815 1.253456 -3.142 5.111 -0.627
O -1.418330 2.842881 2.188716 1.252 -2.553 -1.550
O -2.621299 1.492417 0.541449 2.951 -1.141 1.019
F -0.260716 2.155334 0.100543 -1.244 -1.816 2.262
H 1.108174 3.385970 2.300404 1.124 -0.325 -0.307
H 2.829836 3.705483 2.853320 -0.962 -0.786 -0.782
H 2.598379 3.120591 1.160566 -0.833 -0.215 1.137
H 3.461283 1.342293 2.770709 -1.502 0.168 0.196
H 2.420721 -0.451386 1.850769 -1.285 0.873 0.030
H 1.651759 0.741756 0.728883 -0.736 -0.460 2.386
H 0.809494 -3.546449 1.559087 0.707 0.360 0.907
H 2.347625 -3.463832 5.230674 -0.390 0.900 -1.869
H -3.627777 -1.296121 2.097389 0.343 0.879 0.698
H -3.428800 -1.307865 3.893516 0.626 0.644 -1.322
H -3.315927 1.606656 3.203287 -0.659 -1.263 -0.032
H -4.461894 0.674399 4.235643 0.645 -0.028 -1.299
H -5.567806 3.114669 3.128412 -0.125 -1.055 -0.789
H -7.497557 3.746056 1.494630 0.867 -1.229 0.206
H -8.311215 2.106652 -0.368752 1.262 -0.132 1.239
H -7.090335 -0.222934 -0.646863 0.161 1.253 1.185
H -5.153445 -0.889931 0.917485 -1.079 2.521 1.478
Cl 3.495042 4.660269 6.569314 -0.177 0.016 0.193
C 2.687880 4.769753 8.154652 -0.077 0.054 0.144
C 2.994630 3.576147 9.031890 0.117 0.283 0.162
Cl 2.253534 2.081954 8.407391 -0.035 -0.143 0.003
H 1.616723 4.875988 7.981672 0.102 -0.096 -0.028
H 3.047349 5.682399 8.631933 0.043 -0.112 0.003
H 2.591776 3.736889 10.032839 -0.051 0.011 -0.110
H 4.068202 3.409620 9.121341 -0.108 -0.029 -0.127
Cl -9.930743 1.130196 -1.640098 -0.303 -0.194 -0.308
C -11.192409 -0.120718 -1.500038 -0.233 -0.180 -0.072
C -12.034608 0.055545 -0.256104 -0.143 0.013 -0.099
Cl -11.112473 -0.273382 1.231279 0.052 0.043 -0.001
H -10.704828 -1.095542 -1.519090 0.030 0.133 0.087
H -11.820677 -0.037176 -2.387994 0.004 0.055 0.098
H -12.870153 -0.645747 -0.273056 0.106 -0.003 -0.054
H -12.439892 1.065253 -0.186810 0.132 -0.065 0.001
Cl 3.910648 1.631513 -3.878030 -0.091 -0.002 0.072
C 2.644901 2.579162 -3.059346 -0.083 0.065 0.007
C 2.975974 2.835304 -1.605669 -0.019 0.400 -0.276
Cl 2.921444 1.339130 -0.637675 0.799 0.106 -1.246
H 1.700381 2.044817 -3.166958 0.112 -0.008 0.039
H 2.562076 3.526999 -3.593077 0.045 -0.016 0.122
H 2.245096 3.521672 -1.173406 -0.032 -0.099 -0.025
H 3.966092 3.277402 -1.489431 -0.050 -0.212 0.011
Cl 3.129474 -2.514873 -0.779627 0.002 0.135 0.044
C 3.581919 -1.739370 -2.323187 0.077 0.114 -0.366
C 3.686126 -2.736322 -3.454951 -0.088 0.073 0.038
Cl 5.068974 -3.840709 -3.254576 0.005 -0.026 0.046
H 4.520225 -1.205856 -2.169852 -0.070 -0.116 0.045
H 2.806518 -1.005654 -2.547741 0.035 -0.111 -0.014
H 3.835378 -2.210032 -4.398852 -0.001 0.041 0.127
H 2.782812 -3.337995 -3.541460 0.131 0.044 0.101
Cl 1.630473 -3.054747 6.930861 -2.199 -1.999 5.670
C 0.887962 -2.954688 8.567638 0.431 -0.075 0.903
C 1.215336 -4.160547 9.424127 0.042 0.160 0.186
Cl 0.430090 -5.642024 8.823391 0.023 0.001 -0.075
H -0.187671 -2.833784 8.439002 0.133 -0.108 -0.224
H 1.278846 -2.049964 9.037901 0.042 -0.098 -0.022
H 0.855746 -4.001441 10.441977 -0.033 0.011 -0.096
H 2.289635 -4.340803 9.468389 -0.110 0.000 -0.080
Cl 5.669882 -0.104633 -9.719249 0.017 -0.030 0.020
C 4.401551 0.842052 -8.901158 -0.190 0.056 -0.052
C 4.729369 1.101219 -7.448068 -0.048 0.275 -0.172
Cl 4.675145 -0.386576 -6.468105 0.087 -0.154 -0.009
H 3.457609 0.306703 -9.009586 0.137 -0.060 0.075
H 4.319960 1.790814 -9.435585 0.063 -0.379 0.183
H 3.997240 1.788460 -7.020185 -0.007 -0.080 -0.052
H 5.718650 1.545044 -7.333612 -0.050 -0.144 -0.035
Cl -5.190640 -1.692612 -0.754228 0.715 -1.684 -1.922
C -4.738804 -2.903428 -1.986600 0.068 -0.250 -0.175
C -4.957050 -2.392138 -3.393457 0.201 -0.053 -0.036
Cl -6.685300 -2.196104 -3.775897 -0.023 0.055 0.048
H -5.313022 -3.810572 -1.796185 -0.031 0.137 -0.040
H -3.682430 -3.131364 -1.835011 -0.052 0.072 -0.086
H -4.551639 -3.104811 -4.113218 -0.034 -0.011 0.109
H -4.464461 -1.432223 -3.551576 -0.109 -0.049 0.080
Cl 1.477494 -3.399169 -5.901458 -0.092 0.019 -0.104
C 0.395851 -4.813626 -5.851981 -0.081 -0.177 -0.024
C -0.979262 -4.462738 -5.327067 -0.074 -0.104 -0.290
Cl -0.952496 -4.040154 -3.595025 0.005 0.076 0.083
H 0.872996 -5.582570 -5.243981 -0.044 0.133 0.014
H 0.317465 -5.187828 -6.873592 -0.066 0.075 0.064
H -1.645425 -5.320100 -5.433457 0.116 0.006 0.037
H -1.413872 -3.624901 -5.872681 0.125 -0.013 0.098
Cl 4.257662 2.515222 -12.619941 -0.023 -0.008 0.075
C 4.595528 4.241327 -12.340706 -0.011 0.137 -0.047
C 5.384064 4.468756 -11.070426 0.246 0.132 -0.264
Cl 4.426663 4.103856 -9.611940 -0.027 0.396 0.043
H 3.644310 4.773635 -12.322452 0.068 -0.098 0.069
H 5.167686 4.595431 -13.199324 0.040 -0.034 0.113
H 5.681129 5.516102 -11.000638 -0.105 -0.054 -0.012
H 6.286617 3.857734 -11.044178 -0.163 -0.046 0.022
Cl 5.176625 3.085913 1.079502 0.376 0.015 -0.021
C 5.507434 4.810743 1.390771 0.116 0.267 0.032
C 6.279201 5.023760 2.675045 0.137 0.064 -0.110
Cl 5.308699 4.639645 4.118766 0.135 -0.070 -0.216
H 4.554349 5.340456 1.403963 0.029 -0.111 0.086
H 6.089615 5.177921 0.544422 0.026 -0.064 0.089
H 6.571781 6.071181 2.760938 -0.094 -0.053 -0.057
H 7.183355 4.415277 2.704150 -0.147 -0.019 -0.007
Cl 0.438194 -6.047158 1.255138 -0.104 -0.183 -0.142
C -0.352845 -5.997929 2.851883 -0.126 0.043 0.243
C -0.028479 -7.216055 3.688478 0.066 0.064 0.115
Cl -0.764070 -8.697574 3.031726 0.025 0.021 -0.032
H -1.426626 -5.894907 2.693605 0.104 -0.114 -0.057
H 0.005583 -5.097004 3.354802 0.065 -0.087 0.007
H -0.422753 -7.086701 4.697674 -0.026 0.063 -0.100
H 1.047607 -7.376159 3.761947 -0.098 0.010 -0.103